No. 1
A structure of composition C21H45O2OsP3 at a distorted geometry, computed with the ωB97M-V functional and the def2-TZVPD basis.

CARTESIAN COORDINATES (ANGSTROEM)
Os  0.592  0.197  -0.561
P  -1.083  0.756  -1.956
P  1.368  -1.857  -0.964
P  2.306  1.456  -1.281
H  0.246  -0.566  2.012
C  0.738  0.288  1.518
C  -0.117  1.378  1.030
H  -1.195  1.291  1.183
C  -2.745  0.401  -1.317
C  -0.971  -0.049  -3.582
C  -1.134  2.540  -2.347
C  2.422  -2.277  0.453
C  0.046  -3.086  -0.974
C  2.408  -2.203  -2.416
C  2.159  3.164  -0.658
C  2.558  1.545  -3.087
C  3.901  0.865  -0.643
H  1.736  0.527  1.913
H  0.262  2.402  1.076
H  -2.818  0.711  -0.267
H  -2.954  -0.675  -1.358
H  -3.499  0.945  -1.900
H  -0.941  -1.140  -3.470
H  -0.066  0.283  -4.107
H  -1.850  0.231  -4.178
H  -1.287  3.115  -1.424
H  -1.977  2.722  -3.027
H  -0.204  2.867  -2.829
H  2.827  -3.281  0.285
H  1.833  -2.253  1.376
H  3.260  -1.576  0.551
H  0.396  -4.004  -1.470
H  -0.832  -2.691  -1.506
H  -0.265  -3.307  0.056
H  2.514  -3.293  -2.517
H  3.405  -1.755  -2.307
H  1.937  -1.802  -3.321
H  3.009  3.758  -1.026
H  2.169  3.161  0.443
H  1.216  3.617  -0.998
H  3.461  2.139  -3.290
H  1.695  2.014  -3.581
H  2.693  0.531  -3.492
H  4.678  1.611  -0.856
H  4.209  -0.092  -1.085
H  3.816  0.730  0.442
C  6.362  -1.181  1.393
C  7.278  -1.946  2.147
C  7.981  -1.310  3.177
C  7.780  0.059  3.435
C  6.955  0.820  2.597
C  6.314  0.209  1.519
O  5.427  -1.783  0.591
H  5.511  -2.755  0.661
H  7.408  -3.012  1.943
H  8.689  -1.887  3.787
H  8.283  0.541  4.279
H  6.811  1.890  2.763
H  5.750  0.796  0.805
C  -4.373  -2.686  1.866
C  -4.067  -1.631  2.956
C  -2.692  -1.049  2.592
O  -2.202  -1.698  1.398
C  -3.041  -2.839  1.108
H  -4.671  -3.634  2.316
H  -5.165  -2.347  1.192
H  -4.007  -2.117  3.933
H  -4.824  -0.844  2.985
H  -2.764  0.031  2.383
H  -1.964  -1.196  3.409
H  -2.521  -3.751  1.457
H  -3.145  -2.906  0.016

Computed properties:
multiplicity = 5
energy relative to the best compared isomer or geometry (same formula, charge and spin) = 40.9 kcal/mol
F_max = 4.0 eV/Å
total charge = +4
molar mass = 612.74 g/mol
HOMO-LUMO gap (spin up / spin down) = 5.24 / 3.63 eV

No. 2
An isolated molecule of C21H31N3O4, computed with the ωB97M-V functional and the def2-TZVPD basis.

CARTESIAN COORDINATES (ANGSTROEM)
C  0.279  -1.761  -4.661
C  -0.751  -0.823  -4.109
C  -0.595  -0.301  -2.835
C  -1.521  0.581  -2.297
C  -2.646  0.936  -3.049
C  -2.805  0.410  -4.325
C  -1.867  -0.455  -4.850
H  -2.008  -0.852  -5.845
H  -3.680  0.698  -4.887
O  -3.634  1.768  -2.597
C  -3.424  2.364  -1.332
C  -4.782  2.785  -0.787
H  -5.403  1.909  -0.620
H  -5.278  3.427  -1.509
H  -4.662  3.326  0.148
C  -2.707  1.370  -0.407
N  -1.406  1.085  -0.972
C  -0.207  1.465  -0.448
O  0.839  1.320  -1.049
C  -0.239  2.031  0.971
H  -0.939  2.864  1.029
H  -0.593  1.240  1.639
C  1.155  2.503  1.405
C  1.444  2.123  2.850
O  1.339  2.899  3.779
N  1.809  0.836  2.997
H  1.884  0.202  2.207
C  2.177  0.264  4.270
H  3.257  0.384  4.434
C  1.818  -1.218  4.324
C  2.566  -2.027  3.261
N  2.066  -1.757  1.916
C  0.875  -2.534  1.610
C  0.348  -2.137  0.232
O  1.316  -2.345  -0.766
C  2.481  -1.600  -0.479
C  3.064  -1.990  0.881
H  3.942  -1.376  1.087
H  3.370  -3.050  0.851
H  3.191  -1.824  -1.276
H  2.248  -0.526  -0.492
H  -0.514  -2.748  -0.043
H  0.052  -1.078  0.252
H  0.109  -2.335  2.361
H  1.098  -3.616  1.614
H  3.622  -1.749  3.293
H  2.497  -3.102  3.496
H  0.741  -1.336  4.196
H  2.083  -1.606  5.309
H  1.657  0.825  5.052
H  1.231  3.586  1.313
H  1.900  2.049  0.748
H  -2.635  1.773  0.598
H  -3.286  0.439  -0.375
H  -2.778  3.249  -1.456
H  0.263  -0.591  -2.253
H  -0.166  -2.453  -5.372
H  0.748  -2.323  -3.857
H  1.056  -1.198  -5.177

Computed properties:
energy relative to the best compared isomer or geometry (same formula, charge and spin) = 32.7 kcal/mol
F_max = 0.7 eV/Å
SMILES string = Cc1ccc2c(c1)N(C(=O)CCC(=O)NCCCN1CCOCC1)C[C@H](C)O2
molar mass = 389.50 g/mol
HOMO-LUMO gap = 8.83 eV

No. 3
A structure of composition C18H28F5NbO17P at a distorted geometry, computed with the ωB97M-V functional and the def2-TZVPD basis.

CARTESIAN COORDINATES (ANGSTROEM)
C  -4.499  2.635  0.465
C  -3.359  2.258  -0.651
C  -1.838  2.816  -0.272
Nb  -1.377  4.403  -1.906
P  0.967  3.374  -2.359
O  1.010  3.297  -4.133
O  2.071  4.717  -2.000
H  -4.555  3.776  0.749
H  -5.533  2.222  0.039
H  -4.223  2.026  1.447
H  -3.275  1.080  -0.736
H  -3.695  2.644  -1.723
H  -1.777  3.262  0.810
H  -1.096  1.920  -0.397
H  -0.610  5.517  -0.703
H  -1.104  5.590  -3.292
H  -2.011  3.158  -3.110
H  -3.062  5.050  -1.595
H  1.670  2.596  -4.421
H  1.982  5.417  -2.719
C  -2.497  -3.270  -0.477
C  -1.743  -1.985  -0.425
O  -2.759  -1.008  -0.413
C  -3.822  -1.610  0.191
O  -4.789  -1.010  0.631
O  -3.670  -2.968  0.251
F  -1.002  -1.815  -1.543
H  -2.768  -3.561  -1.498
H  -1.948  -4.094  -0.012
H  -1.111  -1.871  0.462
C  -0.721  -0.836  4.492
C  -1.502  -1.636  3.507
O  -0.594  -2.634  3.100
C  0.226  -2.826  4.171
O  0.960  -3.791  4.308
O  0.121  -1.808  5.079
F  -1.826  -0.889  2.428
H  -0.108  -0.062  4.019
H  -1.360  -0.365  5.245
H  -2.402  -2.104  3.921
C  -6.530  -6.566  1.754
C  -6.294  -5.272  2.455
O  -4.888  -5.175  2.502
C  -4.449  -5.853  1.405
O  -3.321  -5.763  0.951
O  -5.431  -6.640  0.869
F  -6.760  -5.319  3.724
H  -6.509  -7.425  2.432
H  -7.476  -6.575  1.206
H  -6.706  -4.399  1.938
C  4.066  1.569  -0.371
C  4.740  0.258  -0.592
O  4.353  -0.505  0.528
C  3.132  -0.016  0.885
O  2.356  -0.591  1.630
O  2.880  1.194  0.300
F  6.085  0.396  -0.569
H  4.648  2.241  0.269
H  3.841  2.084  -1.308
H  4.434  -0.255  -1.510
C  9.511  2.357  -3.005
C  8.272  2.377  -3.834
O  7.237  2.301  -2.880
C  7.742  2.890  -1.761
O  7.064  3.262  -0.817
O  9.102  3.023  -1.827
F  8.203  1.282  -4.625
H  9.837  1.342  -2.755
H  10.340  2.884  -3.485
H  8.150  3.282  -4.438

Computed properties:
F_max = 3.6 eV/Å
total charge = -1
molar mass = 735.28 g/mol
HOMO-LUMO gap = 5.76 eV

No. 4
An isolated molecule of C5H12O3 at a distorted geometry, computed with the ωB97M-V functional and the def2-TZVPD basis.

CARTESIAN COORDINATES (ANGSTROEM)
C  -1.893  -1.541  -0.357
C  0.101  -0.220  0.189
C  0.614  0.447  1.567
C  2.214  -0.657  -0.652
C  -0.934  1.814  -0.552
H  -1.789  -1.159  -1.339
H  -1.836  -2.852  -0.210
H  -3.058  -1.238  0.163
H  1.418  1.150  1.407
H  1.093  -0.340  2.347
H  -0.119  1.078  2.111
H  2.053  0.229  -1.195
H  2.562  -1.390  -1.497
H  3.018  -0.631  0.219
H  -1.925  1.450  -0.144
H  -0.989  2.387  -1.555
H  -0.432  2.668  -0.004
O  -1.039  -0.879  0.574
O  0.928  -1.136  -0.309
O  0.014  0.820  -0.765

Computed properties:
energy relative to the best compared isomer or geometry (same formula, charge and spin) = 97.6 kcal/mol
F_max = 5.7 eV/Å
SMILES string = COC(C)(OC)OC
molar mass = 120.15 g/mol
HOMO-LUMO gap = 10.82 eV